# C63H159N7O20

A cluster of 20 separate species, C63H159N7O20 in total at a distorted geometry (wB97M-V/def2-TZVPD, the OMol25 dataset).

Geometry (Å):
C  -17.025790  -18.123145  21.396794
C  -15.949191  -17.742502  20.408794
C  -16.500871  -17.775958  18.975292
C  -15.514435  -17.124436  18.036112
C  -15.226268  -15.726487  18.437501
C  -14.739760  -15.572313  19.882879
N  -15.664884  -16.323692  20.675109
O  -15.347465  -16.082103  22.047043
C  -13.238409  -15.757417  20.227725
C  -14.989470  -14.079078  20.359361
C  -14.762627  -18.730537  20.612534
H  -17.879749  -17.425020  21.605979
H  -16.582794  -18.268835  22.423324
H  -17.379048  -19.136530  21.122496
H  -16.645466  -18.758946  18.589883
H  -17.451963  -17.240312  19.025296
H  -15.790039  -17.120442  16.989574
H  -14.527361  -17.602681  18.054474
H  -16.101595  -15.005127  18.378192
H  -14.537259  -15.189160  17.797136
H  -13.168466  -15.449350  21.287510
H  -12.781092  -16.755479  20.023760
H  -12.628410  -15.023939  19.702581
H  -14.668065  -13.364191  19.562220
H  -16.064595  -14.029233  20.447401
H  -14.537275  -13.863972  21.337520
H  -15.220389  -19.714695  20.845303
H  -14.141316  -18.428664  21.498419
H  -14.121251  -18.784879  19.769473
H  -14.756470  -16.772906  22.361991
C  -6.385850  -9.826346  27.129916
C  -6.003387  -9.592408  25.673472
C  -5.878618  -10.955705  25.014249
C  -5.599402  -10.878248  23.526961
C  -6.701480  -10.097455  22.878786
C  -6.920319  -8.692979  23.498012
N  -7.061431  -8.884493  24.971525
O  -7.150338  -7.587212  25.560825
C  -5.777121  -7.694164  23.045355
C  -8.224768  -8.189076  22.957792
C  -4.533432  -8.950199  25.777704
H  -5.763816  -10.573226  27.514099
H  -7.440139  -10.152672  27.236187
H  -6.368382  -8.883080  27.681568
H  -5.114212  -11.589117  25.451297
H  -6.784629  -11.515475  25.243940
H  -5.506178  -11.907939  23.094029
H  -4.553662  -10.488066  23.375917
H  -7.669847  -10.521059  23.050078
H  -6.629140  -9.958567  21.827153
H  -4.791854  -8.227567  23.104813
H  -5.888966  -7.411905  22.008904
H  -5.755572  -6.877217  23.739940
H  -9.006960  -8.902297  23.132344
H  -8.436301  -7.146245  23.189622
H  -8.049438  -8.219171  21.908689
H  -4.169226  -8.935385  24.772911
H  -3.904285  -9.585410  26.363788
H  -4.429056  -7.936399  26.151120
H  -8.029351  -7.531449  25.914800
C  -18.695760  -11.034055  19.533883
C  -18.377455  -11.796267  20.857301
C  -16.943675  -11.563030  21.357841
C  -16.658798  -10.214452  22.083434
C  -17.684260  -10.241153  23.219415
C  -19.129940  -10.331884  22.806527
N  -19.317790  -11.595302  21.969867
O  -20.693982  -11.765976  21.551494
C  -19.920299  -10.533576  24.117232
C  -19.670473  -9.099475  22.072937
C  -18.524394  -13.268413  20.452796
H  -17.980079  -11.398944  18.733040
H  -18.563729  -9.945854  19.596402
H  -19.676911  -11.325939  19.211932
H  -16.706748  -12.367005  22.041343
H  -16.300462  -11.604008  20.485794
H  -16.782222  -9.367782  21.403301
H  -15.691796  -10.247687  22.562373
H  -17.541770  -9.349482  23.799513
H  -17.479571  -11.038020  23.950470
H  -19.486823  -11.358693  24.682094
H  -19.875454  -9.636097  24.747469
H  -20.976531  -10.768549  23.848445
H  -19.002382  -8.778580  21.340868
H  -20.590672  -9.389754  21.530055
H  -19.919843  -8.267485  22.775397
H  -18.287841  -14.032470  21.217341
H  -17.787264  -13.476425  19.697322
H  -19.541395  -13.476306  20.006912
H  -20.902772  -11.245053  20.697889
C  -10.373239  -11.555602  15.801695
C  -10.858201  -12.151187  17.178576
C  -9.772105  -13.205330  17.539623
C  -9.937081  -13.653401  19.034231
C  -9.868142  -12.439726  19.980115
C  -10.916555  -11.342621  19.663830
N  -10.776342  -11.105740  18.198201
O  -11.720332  -10.078678  17.828298
C  -12.298435  -11.757129  20.118074
C  -10.432075  -10.080862  20.409310
C  -12.193365  -12.796780  17.042586
H  -9.442680  -11.012522  15.979914
H  -11.085885  -10.899144  15.301082
H  -10.070803  -12.403019  15.173500
H  -9.741600  -14.115429  16.930055
H  -8.815294  -12.737598  17.293313
H  -9.158203  -14.348498  19.357134
H  -10.923025  -14.081598  19.246053
H  -8.848729  -12.019530  19.898157
H  -9.987203  -12.662723  21.046684
H  -12.531686  -12.842720  20.110453
H  -12.404057  -11.337274  21.097075
H  -13.000588  -11.149940  19.535775
H  -9.523172  -9.670175  19.991200
H  -11.188929  -9.291877  20.605935
H  -10.133763  -10.348915  21.424421
H  -12.240920  -13.584233  16.305358
H  -12.957899  -12.065821  16.795789
H  -12.467706  -13.262186  17.954918
H  -11.137892  -9.292324  17.688524
C  -10.160117  -12.244313  24.046477
C  -11.002193  -11.907907  25.293224
C  -11.968029  -10.730585  24.950620
C  -13.168675  -10.986732  24.110391
C  -13.869000  -12.206035  24.621049
C  -12.942443  -13.413469  24.764967
N  -11.843556  -13.019879  25.658841
O  -10.960011  -14.080165  25.933823
C  -13.714229  -14.504699  25.467792
C  -12.588000  -13.905765  23.382493
C  -10.094552  -11.557763  26.466633
H  -10.075857  -11.515421  23.245575
H  -10.494271  -13.173056  23.558579
H  -9.111662  -12.464072  24.322426
H  -12.319679  -10.331603  25.951747
H  -11.374471  -9.898685  24.521954
H  -12.888890  -11.017609  23.036720
H  -13.791917  -10.092379  24.074098
H  -14.728023  -12.492427  23.971199
H  -14.228270  -12.030054  25.599387
H  -14.682864  -14.676926  24.913762
H  -13.177611  -15.431845  25.578246
H  -14.049467  -14.173766  26.466617
H  -13.642181  -14.229492  23.081169
H  -12.245278  -13.167172  22.709581
H  -11.932420  -14.779435  23.368661
H  -9.616732  -12.429232  26.924955
H  -10.681010  -10.987250  27.296890
H  -9.377444  -10.840125  26.039079
H  -10.956905  -14.290614  26.911891
C  -9.414792  -19.056923  25.669013
C  -8.777856  -18.871781  24.308579
C  -9.947643  -19.357601  23.342290
C  -9.690211  -19.034750  21.921018
C  -9.406561  -17.506509  21.781514
C  -8.205661  -17.007437  22.667578
N  -8.499155  -17.459814  24.023870
O  -7.457589  -16.994128  24.799642
C  -6.899477  -17.597052  22.132917
C  -8.206870  -15.440301  22.661118
C  -7.547516  -19.808774  24.229196
H  -9.670969  -20.115655  25.806979
H  -10.192001  -18.307125  25.710504
H  -8.670445  -18.929317  26.514132
H  -10.051952  -20.431772  23.576152
H  -10.769670  -18.723820  23.720403
H  -10.487950  -19.258850  21.219737
H  -8.844993  -19.581167  21.552938
H  -10.324307  -17.016781  22.181298
H  -9.173892  -17.299216  20.739252
H  -6.071050  -17.620245  22.836498
H  -6.984631  -18.687165  21.859529
H  -6.639950  -17.070032  21.214972
H  -8.433800  -14.994848  21.672535
H  -8.936857  -15.044212  23.320476
H  -7.210343  -15.035166  22.914181
H  -6.645385  -19.356379  24.679694
H  -7.308810  -19.929331  23.163089
H  -7.747518  -20.797428  24.651973
H  -7.838144  -16.150595  25.192034
C  -11.481158  -5.852709  24.553619
C  -12.414430  -6.492055  23.448368
C  -13.504784  -7.195022  24.260513
C  -14.690077  -7.531617  23.323120
C  -15.209771  -6.275299  22.663821
C  -14.139323  -5.492010  21.951399
N  -13.053066  -5.310451  22.815523
O  -12.009333  -4.548024  22.124941
C  -13.780658  -6.213212  20.606783
C  -14.677796  -4.139561  21.506362
C  -11.580774  -7.407087  22.610984
H  -10.586876  -5.375571  24.194204
H  -11.196608  -6.625123  25.274164
H  -12.110558  -5.082298  24.986102
H  -13.159403  -8.029647  24.833056
H  -13.940146  -6.497621  25.043764
H  -15.441455  -7.999549  23.966530
H  -14.413319  -8.157102  22.443932
H  -15.785940  -5.557548  23.268736
H  -15.903934  -6.535859  21.870918
H  -12.870382  -5.852052  20.191396
H  -13.753368  -7.328724  20.828236
H  -14.457877  -6.177043  19.743979
H  -15.565734  -4.440333  20.981156
H  -14.985852  -3.478864  22.302846
H  -13.999209  -3.475398  20.987762
H  -11.017709  -8.112760  23.249829
H  -10.782182  -6.800562  22.197324
H  -12.053437  -7.951310  21.773215
H  -12.049286  -3.716587  22.592130
O  -17.542422  -13.805500  26.361106
H  -17.165602  -14.249327  25.593260
H  -18.466184  -13.808334  26.124020
O  -11.053552  -16.619090  24.753628
H  -11.202284  -15.718698  25.161095
H  -10.123854  -16.664711  24.449920
O  -16.077647  -11.657481  27.886640
H  -15.501865  -12.377682  28.203310
H  -16.646681  -12.070094  27.245554
O  -13.443064  -17.498486  24.174681
H  -13.488272  -18.463920  24.176885
H  -12.506483  -17.267139  24.217581
O  -15.467596  -9.289066  25.882924
H  -15.587957  -8.392395  26.256419
H  -15.090065  -9.766191  26.604420
O  -8.111603  -14.627961  26.136881
H  -9.017275  -14.366773  25.890759
H  -7.582351  -13.931697  25.750987
O  -14.248102  -13.481123  29.546751
H  -13.335672  -13.186880  29.345476
H  -14.252485  -14.411853  29.360699
O  -19.293210  -13.950022  23.611183
H  -19.464284  -13.174833  23.076762
H  -20.110601  -14.282809  23.878153
O  -16.126286  -17.665141  25.297932
H  -16.824842  -17.221809  24.763305
H  -15.302323  -17.489155  24.807821
O  -12.721166  -17.031407  28.696053
H  -12.842544  -17.539692  29.454955
H  -13.474527  -16.997503  28.116099
O  -15.239972  -16.297913  27.698176
H  -15.993536  -15.733514  27.903948
H  -15.574209  -16.754351  26.896231
O  -10.557646  -14.894599  28.378558
H  -11.088037  -14.397950  29.060169
H  -10.903298  -15.791615  28.467888
O  -17.174018  -15.422906  24.019658
H  -17.978249  -15.091442  23.618970
H  -16.536699  -15.384254  23.332089

Atoms 1-3, force components in eV/Å:
-0.554 -1.101 1.947
0.154 0.268 0.208
0.558 0.640 0.209

calculated total energy	-4383.6115	a.u.
strongest force on any atom	3.05	eV/A
total charge	0
energy above the lowest of the compared OMol25 structures with the same formula, charge and spin	1.032	eV
HOMO level	-8.5576	eV
orbital gap	8.902	eV
molar mass	1335.0	g mol⁻¹
multiplicity	1

Löwdin atomic charge list, values in e, 2 entries:
1 C -0.0445
2 C -0.5107